1.
Molecular formula: C3H4N2O
Method: DFT, the ωB97M-V functional and the def2-TZVPD basis

```
10
Properties=species:S:1:pos:R:3:mulliken_charge:R:1
N 1.81 -0.17 -0.38 -0.435
C 0.54 -0.34 0.10 0.831
C -0.50 0.53 -0.33 -0.812
C -1.68 0.13 0.25 0.167
N -1.91 -0.82 1.06 -0.278
O 0.23 -1.28 0.90 -0.602
H 2.57 -0.66 0.06 0.244
H 2.04 0.72 -0.79 0.220
H -0.39 1.35 -1.03 0.291
H -2.71 0.54 0.16 0.373
```

Properties
relative energy (zero: lowest compared OMol25 entry of this formula, charge and spin)	341.7	kJ/mol
lowest unoccupied orbital energy (spin up / spin down)	-1.180 / -1.175	eV
total energy	-301.3571	a.u.
HOMO (spin up / spin down)	-0.31331 / -0.31329	Eh
orbital gap (spin up / spin down)	7.3 / 7.3	eV

=====

2.
Molecular formula: C23H23B2ClF7N4O10STi
Method: DFT, the ωB97M-V functional and the def2-TZVPD basis

```
72
Properties=species:S:1:pos:R:3:mulliken_spin:R:1
Ti 0.43 0.02 0.49 0.649
C -3.41 0.07 2.55 0.000
C -2.21 -0.18 1.68 0.093
N -1.31 0.71 1.41 -0.125
O -1.56 1.95 1.88 -0.005
B -0.49 2.99 2.01 0.031
F -1.18 4.20 1.95 -0.001
F 0.16 2.88 3.23 -0.001
O 0.51 3.02 0.88 0.008
N 0.44 2.02 -0.01 0.036
C 0.78 2.29 -1.23 0.085
C 1.37 3.59 -1.65 -0.002
C 0.49 1.20 -2.14 0.136
N 0.12 0.11 -1.54 -0.095
O -0.32 -0.90 -2.35 0.005
B -0.03 -2.26 -1.83 0.019
F 1.34 -2.36 -1.62 -0.001
F -0.46 -3.18 -2.76 0.000
O -0.81 -2.53 -0.57 0.000
N -0.99 -1.43 0.20 0.050
C -2.02 -1.44 0.99 0.093
C -2.96 -2.58 1.10 -0.010
C 0.48 1.37 -3.63 -0.008
H -3.29 1.03 3.05 0.001
H -3.51 -0.72 3.28 0.002
H -4.31 0.10 1.93 -0.001
H 2.45 3.55 -1.50 0.002
H 0.98 4.38 -1.01 0.001
H 1.17 3.80 -2.69 0.000
H -2.55 -3.44 0.57 0.001
H -3.93 -2.32 0.66 0.002
H -3.12 -2.85 2.15 0.002
H 1.49 1.57 -3.99 0.005
H -0.16 2.20 -3.90 0.004
H 0.12 0.45 -4.09 0.001
O 4.32 -0.83 -1.73 0.001
C 4.52 -1.80 -0.82 0.002
C 5.64 -2.62 -0.97 -0.001
C 5.93 -3.60 -0.03 0.002
C 5.08 -3.81 1.05 -0.001
C 3.95 -3.03 1.19 0.001
C 3.67 -2.02 0.27 0.002
C 2.45 -1.19 0.45 0.006
O 1.43 -1.62 1.07 -0.010
O 2.35 -0.06 -0.14 -0.001
H 3.54 -0.33 -1.45 0.002
H 6.28 -2.46 -1.83 0.000
H 6.82 -4.19 -0.14 0.000
H 5.30 -4.57 1.78 0.000
H 3.27 -3.16 2.02 0.000
F 4.36 1.90 3.60 0.000
C 3.08 2.11 3.24 0.000
F 2.57 2.95 4.13 0.000
F 3.08 2.68 2.03 0.000
S 2.27 0.43 3.09 0.004
O 3.38 -0.28 2.52 0.007
O 1.87 0.02 4.40 0.000
O 1.13 0.64 2.17 0.005
Cl -6.44 -2.17 -2.26 0.022
C -5.39 -0.85 -1.84 0.219
C -5.78 0.03 -0.84 -0.089
C -4.95 1.08 -0.50 0.195
C -3.70 1.28 -1.15 -0.037
C -2.87 2.34 -0.81 0.541
C -3.35 0.35 -2.17 0.163
C -4.18 -0.70 -2.51 -0.103
H -6.72 -0.12 -0.33 -0.002
H -5.25 1.77 0.28 0.000
H -3.11 3.00 0.01 -0.017
H -1.94 2.49 -1.34 0.086
H -2.41 0.46 -2.68 0.033
H -3.89 -1.41 -3.27 -0.003
```

Properties
relative energy (zero: lowest compared OMol25 entry of this formula, charge and spin)	90.6	kJ/mol
spin multiplicity	3
lowest unoccupied orbital energy (spin up / spin down)	1.863 / 1.155	eV
charge	-1
total energy	-4318.7612	a.u.
HOMO (spin up / spin down)	-0.18810 / -0.22728	Eh
orbital gap (spin up / spin down)	7.0 / 7.3	eV

=====

3.
Molecular formula: C36H44N4Pt
Method: DFT, the ωB97M-V functional and the def2-TZVPD basis

```
85
Properties=species:S:1:pos:R:3:mulliken_charge:R:1
Pt -0.07 -0.04 -0.02 0.876
C -5.59 -2.33 1.46 -1.091
C -5.45 -1.68 0.08 -1.136
C -4.29 -0.73 0.02 0.692
C -4.33 0.63 0.01 0.972
C -5.63 1.37 0.02 -0.377
C -5.69 2.89 0.02 -1.875
C -2.95 1.07 0.00 -0.468
C -2.51 2.37 0.05 -0.455
C -1.17 2.79 0.10 -0.267
C -0.77 4.14 0.24 0.961
C -1.65 5.33 0.45 -1.127
C -1.66 6.28 -0.75 -1.025
C 0.62 4.14 0.23 1.428
C 1.03 2.79 0.10 0.094
C 2.36 2.37 0.08 -0.604
C 2.78 1.05 0.02 0.214
N 1.97 -0.04 -0.01 -0.828
C 2.79 -1.14 0.01 -0.010
C 2.37 -2.44 0.03 -0.732
C 1.03 -2.88 0.04 0.315
N -0.06 -2.05 0.01 -0.785
C -1.16 -2.87 0.05 -0.122
C -2.48 -2.44 0.01 -0.727
C -2.91 -1.12 0.00 0.301
N -2.11 -0.02 -0.01 -0.779
C -0.76 -4.24 0.13 1.102
C 0.63 -4.24 0.11 0.758
C 1.53 -5.43 0.21 -0.777
C 1.46 -6.38 -0.99 -1.161
C -1.67 -5.41 0.22 -0.788
C -1.63 -6.12 1.58 -1.153
C 4.17 -0.72 0.05 0.600
C 4.17 0.64 0.04 1.276
C 5.35 1.55 0.12 -1.296
C 5.64 2.32 -1.17 -1.071
C 5.37 -1.61 0.14 -1.112
C 6.22 -1.58 -1.13 -1.011
N -0.07 1.97 0.03 -0.889
C 1.53 5.32 0.41 -1.411
C 2.28 5.71 -0.87 -0.966
H -6.44 -3.00 1.48 0.386
H -5.73 -1.58 2.24 0.286
H -4.69 -2.90 1.71 0.298
H -6.37 -1.14 -0.14 0.350
H -5.34 -2.46 -0.68 0.406
H -6.18 1.02 0.90 0.379
H -6.19 1.02 -0.86 0.424
H -5.25 3.31 0.91 0.399
H -6.74 3.18 0.00 0.461
H -5.22 3.31 -0.87 0.417
H -3.26 3.15 0.06 0.074
H -1.29 5.87 1.32 0.377
H -2.67 5.01 0.66 0.334
H -0.66 6.65 -0.96 0.231
H -2.31 7.13 -0.54 0.388
H -2.03 5.77 -1.64 0.307
H 3.12 3.13 0.16 0.442
H 3.12 -3.21 0.08 0.112
H -3.24 -3.20 -0.01 0.277
H 1.26 -5.99 1.11 0.205
H 2.56 -5.10 0.34 0.327
H 0.47 -6.82 -1.09 0.271
H 2.18 -7.18 -0.85 0.416
H 1.70 -5.86 -1.91 0.317
H -1.40 -6.14 -0.55 0.161
H -2.70 -5.10 0.02 0.365
H -0.65 -6.54 1.77 0.304
H -2.36 -6.92 1.59 0.402
H -1.87 -5.43 2.39 0.318
H 6.22 0.94 0.37 0.364
H 5.20 2.26 0.94 0.478
H 5.79 1.64 -2.00 0.327
H 6.54 2.91 -1.04 0.380
H 4.82 2.98 -1.42 0.217
H 5.07 -2.63 0.36 0.341
H 5.99 -1.27 0.99 0.356
H 5.64 -1.90 -1.99 0.304
H 7.07 -2.26 -1.02 0.394
H 6.60 -0.58 -1.32 0.223
H 2.26 5.10 1.19 0.493
H 0.93 6.16 0.74 0.300
H 2.92 4.91 -1.20 0.153
H 2.89 6.60 -0.68 0.383
H 1.58 5.94 -1.67 0.307
```

Properties
lowest unoccupied orbital energy	-0.844	eV
total energy	-1736.6562	a.u.
HOMO	-0.24749	Eh
orbital gap	5.9	eV

=====

4.
Molecular formula: C19H27N3OS
Method: DFT, the ωB97M-V functional and the def2-TZVPD basis

```
51
Properties=species:S:1:pos:R:3:mulliken_charge:R:1
O -0.46 -3.02 -0.68 -0.574
C 0.25 -2.10 0.11 -0.743
C -0.61 -0.91 0.57 0.080
H -1.50 -1.32 1.03 0.094
H -0.04 -0.35 1.31 0.206
C -1.01 0.04 -0.58 -0.134
N -2.11 0.94 -0.28 0.139
C -1.78 1.93 0.72 -0.685
H -2.63 2.61 0.82 0.546
C -0.55 2.73 0.30 -1.035
N 0.55 1.81 0.06 0.390
C 1.81 2.47 -0.19 -0.745
C 2.92 1.48 -0.07 0.807
N 3.92 1.38 -0.85 -0.701
C 4.77 0.37 -0.47 -0.341
C 5.94 0.01 -1.12 -0.506
C 6.68 -1.04 -0.61 -0.514
C 6.27 -1.73 0.53 -0.422
C 5.11 -1.38 1.18 -0.712
C 4.36 -0.33 0.68 1.012
S 2.86 0.33 1.28 -0.185
H 4.78 -1.92 2.07 0.404
H 6.87 -2.54 0.90 0.385
H 7.60 -1.33 -1.10 0.375
H 6.25 0.55 -2.00 0.463
H 1.95 3.25 0.56 0.389
H 1.87 2.94 -1.19 0.233
C 0.18 0.90 -1.01 -1.791
H 1.04 0.27 -1.24 0.588
H -0.09 1.46 -1.92 0.337
H -0.27 3.42 1.09 0.452
H -0.78 3.31 -0.61 0.347
H -1.58 1.48 1.71 0.265
C -3.47 0.45 -0.19 -0.609
C -3.99 0.02 1.22 -0.483
C -5.03 -1.08 0.96 -0.788
C -5.20 -1.13 -0.56 -0.733
H -5.94 -0.40 -0.89 0.365
H -5.51 -2.12 -0.91 0.405
C -3.82 -0.74 -1.08 -0.516
H -3.14 -1.57 -0.90 0.136
H -3.81 -0.48 -2.13 0.301
H -4.66 -2.04 1.32 0.276
H -5.97 -0.88 1.47 0.334
H -4.42 0.87 1.74 0.437
H -3.17 -0.35 1.83 0.190
H -4.10 1.30 -0.51 0.503
H -1.32 -0.55 -1.45 0.719
H 0.58 -2.67 0.98 0.380
H 1.14 -1.75 -0.42 0.313
H -0.74 -2.59 -1.50 0.346
```

Properties
relative energy (zero: lowest compared OMol25 entry of this formula, charge and spin)	0.0	kJ/mol
SMILES	OCC[C@@H]1CN(Cc2nc3ccccc3s2)CCN1C1CCCC1
lowest unoccupied orbital energy	0.658	eV
total energy	-1377.8972	a.u.
HOMO	-0.30066	Eh
orbital gap	8.8	eV

=====

5.
Molecular formula: C8H14N2S
Method: DFT, the ωB97M-V functional and the def2-TZVPD basis

```
25
Properties=species:S:1:pos:R:3:mulliken_charge:R:1
C 0.14 0.49 -0.06 -0.386
C 0.93 1.50 0.43 0.280
C 0.99 -0.51 -0.49 0.517
C -3.74 0.25 1.53 -0.760
C -3.26 -1.39 -0.78 -0.708
C 0.66 2.85 1.14 -0.856
C 0.57 -1.76 -1.14 -1.300
C 3.53 -0.59 -0.59 -0.746
N 2.21 1.08 0.35 -0.939
N 2.24 -0.09 -0.28 0.754
S -2.74 -0.12 0.19 0.393
H -3.70 -0.66 2.21 0.246
H -3.68 1.21 1.89 0.370
H -3.61 -2.18 -0.18 0.272
H -2.38 -1.88 -1.34 0.234
H 0.41 2.66 2.11 0.240
H 1.65 3.44 1.00 0.293
H -0.29 3.31 0.64 0.229
H -0.29 -2.29 -0.80 0.290
H 0.36 -1.47 -2.12 0.300
H 1.41 -2.44 -1.08 0.281
H 3.51 -1.77 -0.58 0.262
H 4.02 -0.26 -1.60 0.214
H 4.21 -0.23 0.19 0.308
H -3.14 0.87 -0.64 0.214
```

Properties
relative energy (zero: lowest compared OMol25 entry of this formula, charge and spin)	980.4	kJ/mol
lowest unoccupied orbital energy (spin up / spin down)	-1.848 / -1.837	eV
total energy	-820.5649	a.u.
HOMO (spin up / spin down)	-0.27503 / -0.27404	Eh
orbital gap (spin up / spin down)	5.6 / 5.6	eV

=====

6.
Molecular formula: C15H28BN9O4RuS3
Method: DFT, the ωB97M-V functional and the def2-TZVPD basis

```
61
Properties=species:S:1:pos:R:3:mulliken_spin:R:1
Ru 0.35 -0.73 -0.08 0.946
C -2.98 0.05 1.43 0.015
N -2.42 1.34 1.81 -0.004
C -2.94 2.55 1.41 0.001
C -2.05 3.50 1.77 -0.001
N -1.00 2.89 2.39 0.001
B 0.34 3.59 2.80 0.000
N 1.52 3.02 1.93 -0.002
C 2.81 3.27 2.35 -0.001
C 3.67 2.76 1.43 0.001
N 2.89 2.19 0.45 0.004
C 3.38 1.52 -0.74 -0.006
C 1.59 2.35 0.77 0.007
S 0.31 1.72 -0.21 -0.007
C -1.24 1.58 2.41 -0.005
S 0.00 0.53 3.05 0.002
H -3.76 0.24 0.70 -0.002
H -3.42 -0.46 2.28 0.002
H -2.21 -0.56 0.96 0.007
H -3.89 2.60 0.91 0.000
H -2.06 4.57 1.62 0.000
H 0.19 4.76 2.61 0.000
H 0.59 3.32 3.95 0.000
H 3.01 3.80 3.27 0.000
H 4.74 2.76 1.39 0.000
H 4.44 1.32 -0.61 0.000
H 3.23 2.16 -1.62 0.000
H 2.82 0.60 -0.88 0.009
N 2.60 -2.24 0.51 0.032
N 2.33 -3.45 -0.12 -0.008
C 1.07 -3.77 -0.52 0.004
N 0.93 -5.03 -0.94 0.000
N 0.15 -2.82 -0.45 0.003
N -1.13 -3.10 -0.93 -0.024
O -1.91 -2.17 -0.84 0.014
O -1.44 -4.18 -1.40 -0.002
H 3.51 -1.89 0.22 -0.004
H 2.57 -2.33 1.52 -0.004
H 2.93 -4.23 0.09 0.001
H 1.75 -5.61 -1.04 0.000
H 0.05 -5.32 -1.32 0.000
C -1.66 -1.38 4.34 0.000
C -0.81 -1.12 3.15 -0.006
O -0.49 -1.91 2.31 0.005
H -2.01 -2.41 4.33 0.000
H -2.51 -0.69 4.35 0.000
H -1.09 -1.17 5.24 0.000
O 0.81 -0.80 -2.13 0.009
S 0.44 0.32 -3.11 0.001
C 0.22 -0.61 -4.67 0.000
C -1.18 -0.29 -5.19 0.000
C -2.07 -0.26 -3.95 0.003
C -1.34 0.63 -2.95 -0.009
H 0.31 -1.65 -4.37 0.000
H 1.03 -0.36 -5.35 0.000
H -1.49 -1.03 -5.92 0.000
H -1.19 0.68 -5.68 0.000
H -2.18 -1.26 -3.54 0.000
H -3.06 0.13 -4.17 0.000
H -1.58 0.43 -1.90 0.017
H -1.48 1.69 -3.14 0.000
```

Properties
relative energy (zero: lowest compared OMol25 entry of this formula, charge and spin)	286.6	kJ/mol
spin multiplicity	2
lowest unoccupied orbital energy (spin up / spin down)	-2.359 / -2.362	eV
charge	+1
total energy	-2696.1320	a.u.
HOMO (spin up / spin down)	-0.33684 / -0.32467	Eh
orbital gap (spin up / spin down)	6.8 / 6.5	eV

=====

7.
Molecular formula: C18H19MnN9SSi
Method: DFT, the ωB97M-V functional and the def2-TZVPD basis

```
49
Properties=species:S:1:pos:R:3:mulliken_spin:R:1
Mn 0.48 0.35 -0.22 4.801
C 1.48 5.77 -0.55 0.001
C 2.36 4.59 -0.65 -0.001
N 3.65 4.59 -0.60 0.000
N 4.05 3.31 -0.74 0.004
C 3.00 2.46 -0.88 0.010
S 2.99 0.83 -1.16 0.030
N 1.90 3.29 -0.82 -0.013
N 0.59 2.81 -0.84 0.036
H 2.10 6.66 -0.49 0.000
H 0.86 5.71 0.35 0.000
H 0.82 5.84 -1.42 0.000
H 5.02 3.07 -0.69 0.000
H 0.14 3.00 -1.74 0.002
H 0.05 3.25 -0.10 0.000
N -6.98 0.60 -0.88 0.006
C -5.83 0.61 -0.81 -0.002
C -4.43 0.63 -0.74 0.009
C -3.63 0.60 -1.90 -0.002
C -2.27 0.68 -1.78 0.013
N -1.61 0.79 -0.60 -0.024
C -2.40 0.79 0.51 0.037
C -3.76 0.71 0.49 -0.011
H -4.10 0.54 -2.87 0.000
H -1.65 0.65 -2.67 0.013
H -1.88 0.88 1.47 0.002
H -4.32 0.74 1.41 0.000
N 0.84 0.60 1.68 -0.031
C 0.84 0.85 2.83 0.068
C 0.77 1.24 4.13 0.022
C 1.92 1.42 4.89 0.001
N 2.87 1.62 5.51 0.008
C -0.48 1.59 4.66 0.001
N -1.51 1.91 5.06 0.008
C 1.10 -5.26 -2.39 0.004
Si 0.54 -4.64 -0.67 0.004
C -1.22 -5.25 -0.27 0.004
C 1.77 -5.21 0.67 0.004
C 0.51 -2.79 -0.66 0.367
C 0.50 -1.56 -0.58 -0.373
H 1.13 -6.34 -2.43 0.000
H 2.10 -4.90 -2.63 0.000
H 0.43 -4.92 -3.17 0.000
H -1.27 -6.34 -0.25 0.000
H -1.94 -4.90 -1.01 0.000
H -1.54 -4.89 0.70 0.000
H 1.82 -6.30 0.74 0.000
H 1.46 -4.84 1.64 0.000
H 2.76 -4.84 0.47 0.000
```

Properties
relative energy (zero: lowest compared OMol25 entry of this formula, charge and spin)	106.8	kJ/mol
spin multiplicity	6
lowest unoccupied orbital energy (spin up / spin down)	-1.605 / -1.687	eV
total energy	-3028.7364	a.u.
HOMO (spin up / spin down)	-0.29269 / -0.30103	Eh
orbital gap (spin up / spin down)	6.4 / 6.5	eV

=====

8.
Molecular formula: C21H32N3O2
Method: DFT, the ωB97M-V functional and the def2-TZVPD basis

```
58
Properties=species:S:1:pos:R:3:mulliken_spin:R:1
C -1.84 1.23 -1.60 -0.014
C -0.84 0.15 -2.05 0.007
C -1.42 -0.49 -3.32 0.014
C -0.67 -0.89 -0.92 0.020
C 0.74 -1.44 -0.57 -0.028
C 0.85 -1.62 0.95 0.002
C 1.81 -2.73 1.38 0.001
O 1.74 -3.88 0.54 0.000
C 1.92 -0.58 -1.07 0.050
C 1.69 0.02 -2.45 -0.032
C 1.58 -1.08 -3.50 0.013
C 2.85 0.96 -2.84 0.004
N 0.45 0.85 -2.35 0.454
O 0.65 1.85 -1.56 0.488
H -2.85 0.81 -1.69 -0.001
H -1.78 2.11 -2.23 0.005
H -1.70 1.51 -0.56 0.006
H -1.42 0.24 -4.14 -0.015
H -2.44 -0.81 -3.12 0.001
H -0.86 -1.36 -3.64 0.001
H -1.26 -1.76 -1.20 -0.002
H -1.14 -0.50 -0.02 0.001
H 0.85 -2.42 -1.02 0.001
H 1.19 -0.68 1.39 0.001
H -0.14 -1.82 1.38 0.001
H 1.59 -3.01 2.41 0.000
H 2.84 -2.36 1.39 0.000
H 1.24 -4.54 0.99 0.000
H 2.19 0.20 -0.36 0.015
H 2.78 -1.25 -1.17 0.005
H 1.22 -0.68 -4.45 -0.010
H 2.58 -1.48 -3.66 0.000
H 0.95 -1.92 -3.19 0.001
H 3.35 0.60 -3.74 -0.001
H 3.59 1.02 -2.05 -0.001
H 2.48 1.96 -3.06 0.004
N 2.05 4.46 3.40 0.000
C 2.62 5.08 2.38 0.000
C 2.41 4.73 1.05 0.003
C 1.57 3.68 0.77 -0.015
C 0.96 3.02 1.83 0.007
C 1.23 3.45 3.12 0.000
H 3.28 5.91 2.64 0.000
H 2.91 5.28 0.26 0.000
H 1.37 3.36 -0.25 0.013
H 0.29 2.19 1.65 0.002
H 0.77 2.96 3.97 0.000
N -2.85 -0.78 2.10 0.000
C -3.95 -1.18 1.47 0.000
C -4.84 -2.11 1.99 0.000
C -4.57 -2.65 3.24 0.000
C -3.43 -2.24 3.91 0.000
C -2.61 -1.30 3.30 0.000
H -4.12 -0.73 0.49 0.000
H -5.72 -2.39 1.43 0.000
H -5.24 -3.37 3.68 0.000
H -3.19 -2.63 4.89 0.000
H -1.71 -0.96 3.80 0.000
```

Properties
spin multiplicity	2
lowest unoccupied orbital energy (spin up / spin down)	0.535 / 0.373	eV
total energy	-1134.0436	a.u.
HOMO (spin up / spin down)	-0.30597 / -0.34267	Eh
orbital gap (spin up / spin down)	8.9 / 9.7	eV

=====

- Among the records above, which one has the highest total energy?
  C3H4N2O